ORCA calculation (ωB97M-V with the def2-TZVPD basis set) on a 7-piece molecular cluster, C44H94Br3N7O6PS2 overall.

The value obtained for the maximum force is 0.88 eV Å⁻¹. The value obtained for the HOMO energy is -10.4 eV. The calculation puts the frontier orbital gap at 7.9 eV. Its spin multiplicity is 1. Its total charge is +1.

Last column: Löwdin charge in e.
Geometry (Å):
H1 -4.4728 -2.8645 6.5405  0.12
Br1 4.0892 -0.9175 1.8829  0.78
H2 2.2998 2.1745 -0.4424  0.10
H3 -0.9025 4.0157 2.1283  0.12
H4 0.1306 -3.9683 3.9432  0.07
H5 3.8486 4.5353 2.5825  0.09
H6 2.8986 -3.0458 1.5785  0.06
H7 1.8157 -0.7814 6.7305  0.13
H8 -4.1273 2.4967 -2.3670  0.09
H9 -7.8571 -1.3585 6.1753  0.09
C1 1.2224 2.5234 3.2259  -1.06
C2 3.6515 3.7171 0.1975  -0.19
H10 6.8487 2.8706 5.0949  0.07
H11 -3.2645 0.1147 -5.1245  0.07
H12 3.2916 4.7265 0.3947  0.11
C3 -6.5200 -4.2883 5.9731  -0.06
N1 -2.8776 1.1158 -3.3268  -0.17
H13 1.3902 4.3410 1.3699  0.11
H14 -4.8690 -4.8689 -8.4198  0.09
H15 7.4536 -1.4189 -3.9028  0.13
H16 5.7320 4.0156 0.6708  0.11
H17 2.9459 -2.0235 -5.9050  0.08
C4 5.3658 -0.2268 -6.2681  -0.04
C5 2.6364 -2.7477 -5.1545  -0.04
H18 -4.1309 1.8214 4.8223  0.11
H19 -2.1976 -2.8214 4.4406  0.08
H20 0.5306 3.4290 0.1448  0.13
H21 -3.3898 3.2544 2.8870  0.11
H22 0.9227 -3.1609 -2.9795  0.07
H23 -2.3010 6.3443 -6.6991  0.09
H24 -7.0313 -4.9666 6.6584  0.09
C6 -1.7433 5.4870 -7.0801  -0.06
C7 -3.4653 -3.6751 -5.8615  -0.34
H25 -2.4203 -0.8374 -3.8964  0.05
H26 -3.2773 3.1195 -3.7828  0.08
H27 -5.8765 -2.4540 -5.7587  0.09
C8 5.7197 4.6827 4.6765  -0.25
N2 -2.5888 4.3102 -7.1188  -0.19
S1 1.9199 0.9579 3.7154  0.82
H28 -7.0282 -4.3174 5.0074  0.09
C9 -5.4827 -2.7171 -6.7408  -0.03
N3 1.1877 -2.7312 -5.0138  -0.19
H29 -4.6362 2.0016 -4.0007  0.09
H30 5.9819 5.4941 2.7167  0.11
H31 -2.4354 1.6963 4.4853  0.09
Br2 1.5439 -4.7397 6.2348  0.76
S2 1.4304 3.8020 4.1847  0.81
C10 -7.7845 -2.2734 6.7632  -0.03
H32 0.9030 -1.4327 -3.3917  0.09
C11 1.1047 0.6347 5.2939  -0.42
C12 -4.8216 -5.0597 -7.3467  -0.05
H33 -5.7720 -5.4872 -7.0228  0.09
H34 -4.9774 -1.8415 -7.1487  0.10
H35 0.1842 -3.2303 0.8030  0.07
C13 0.6017 -2.4292 -3.7269  -0.07
H36 -4.1469 -0.5116 -3.7144  0.09
C14 1.4072 -0.7998 5.7232  -0.28
H37 -2.3138 -1.3116 2.7473  0.10
H38 -0.6597 -2.9556 -5.8614  0.11
H39 4.0345 -5.5389 3.8838  0.09
H40 0.4928 -1.3879 5.7877  0.07
H41 7.6820 4.3700 5.5746  0.07
O1 -5.3190 -1.1446 7.2104  0.01
H42 2.7441 -2.4251 5.4160  0.04
H43 6.9170 1.6703 -4.9299  0.09
C15 -3.7849 2.2476 -3.3735  -0.04
H44 -5.4965 -4.6329 5.8402  0.08
H45 -1.3752 5.7243 -8.0798  0.09
H46 8.1782 0.5084 -4.4849  0.08
H47 -1.9728 3.0979 0.3306  0.10
H48 -1.4363 -0.0555 3.5515  0.07
H49 5.3981 -1.0421 -6.9912  0.10
C16 0.8532 -2.8607 0.0296  -0.13
C17 2.0664 -4.8127 4.3572  -0.75
C18 1.2106 3.3302 0.9885  -0.20
H50 -3.7248 1.7290 0.6815  0.11
H51 -3.8998 -0.4105 4.9727  0.08
H52 6.8114 3.9454 2.9490  0.11
C19 -3.1977 -0.1016 -4.0611  -0.06
N4 6.4665 -0.3396 -5.3254  -0.20
H53 4.0412 -4.3219 5.1147  0.07
C20 5.8979 4.5002 3.1555  -0.21
H54 0.4135 -1.4599 3.2449  0.01
H55 -4.3177 -0.3468 3.2689  0.12
C21 -3.4202 1.4682 4.0750  -0.19
H56 3.3147 -0.9841 4.6119  0.05
H57 -3.7507 3.5355 -8.6840  0.09
C22 6.7188 3.8719 5.5026  -0.11
C23 0.4180 -2.9950 -6.0891  -0.34
H58 -2.8210 -4.5699 -5.8375  0.14
C24 4.6816 3.8336 2.5298  -0.23
C25 -5.3802 -2.2753 6.7673  -0.37
H59 -1.1786 2.6127 3.1767  0.09
H60 -2.8395 0.5746 1.6130  0.08
O2 -3.1838 -2.6622 -5.2399  -0.02
C26 -1.7564 1.2201 -2.6124  -0.35
H61 -4.6719 4.1515 -7.3116  0.09
O3 5.8297 -2.4087 -4.6106  0.01
H62 -1.1328 1.6082 0.5272  -0.01
C27 6.5775 -1.4487 -4.5740  -0.35
H63 -0.7635 -1.9311 4.8199  -0.01
C28 -1.7283 2.3399 1.0668  -0.20
C29 2.4228 -1.5560 4.8505  -0.36
H64 -4.0296 -5.7798 -7.1551  0.08
H65 2.8907 1.9800 1.2057  0.06
C30 -2.2271 -0.7919 3.7018  -0.25
H66 3.9173 3.6483 -0.8553  0.11
H67 -3.8824 5.2889 -8.4257  0.09
C31 7.4202 0.7482 -5.2272  -0.06
H68 6.3527 3.7532 6.5220  0.07
H69 -0.8919 5.3064 -6.4277  0.08
C32 -3.7022 2.2158 2.7627  -0.19
C33 1.6699 -1.6754 0.5392  -0.80
C34 3.5781 -4.5965 4.1742  -0.12
H70 3.8247 -3.8791 3.3960  0.05
H71 -7.8602 -2.0043 7.8164  0.10
H72 1.4020 1.3714 6.0331  0.07
C35 4.8803 3.4489 1.0497  -0.21
H73 5.8256 5.7310 4.9467  0.10
H74 0.0301 0.7448 5.1604  0.07
H75 -6.3025 -3.0000 -7.3953  0.09
C36 -3.5629 -0.0604 3.9980  -0.18
H76 -4.7809 2.2609 2.6260  0.11
H77 -2.2517 -1.6125 5.7420  0.08
C37 -2.2978 3.1975 -6.4251  -0.35
H78 2.9756 -3.7303 -5.4801  0.10
N5 -6.5176 -2.9400 6.5032  -0.20
O4 -1.4103 2.1998 -1.9644  -0.02
C38 -1.8512 -1.8395 4.7583  -0.10
H79 1.8405 -5.8318 4.0682  0.08
C39 2.5203 -2.0440 1.7664  -0.85
P1 1.6047 -2.1710 3.3566  1.01
C40 1.1330 -3.9240 3.5246  -0.33
H80 5.4374 0.7229 -6.7912  0.09
H81 4.4136 -0.2767 -5.7418  0.08
O5 -2.9781 2.1875 -6.4245  0.00
H82 7.9113 0.9114 -6.1880  0.09
C41 -3.7932 4.3244 -7.9332  -0.04
H83 4.7136 4.3803 4.9671  0.09
H84 -0.4847 -2.4604 -3.8032  0.07
H85 1.0878 -4.3318 2.5158  0.09
H86 5.1535 2.3939 0.9838  0.10
Br3 0.5232 -0.1344 0.7918  0.94
H87 0.2541 -2.5272 -0.8097  0.06
C42 -3.0263 1.6376 1.5130  -0.17
H88 4.4101 2.9476 3.1079  0.09
H89 -1.3668 3.2820 -5.8382  0.14
C43 2.5140 2.7049 0.4814  -0.18
N6 -4.5513 -3.8293 -6.6282  -0.19
H90 3.1012 -2.5055 -4.2033  0.08
H91 2.3742 -1.3872 -0.2331  0.08
C44 -0.8765 2.9260 2.1851  -0.18
H92 -1.1363 0.3076 -2.6607  0.12
O6 0.8416 -3.2475 -7.2003  0.02
H93 1.5341 -3.6411 -0.3049  0.09
H94 -8.6015 -2.9396 6.4996  0.09
N7 0.5425 2.4934 1.9894  -0.30